# 1
DFT (the ωB97M-V functional and the def2-TZVPD basis) results for a cluster of 5 separate species, H11O5 in total at a distorted geometry.

Largest force on an atom: 2.5 eV/Å
Net charge: +1
E_tot: -382.548527 Ha
Energy relative to the best compared isomer or geometry (same formula, charge and spin): 18.5 kcal/mol
HOMO energy: -15.2 eV

Last column: Mulliken charge in e.
Atoms and positions in Å:
O1 -2.766980 0.061453 -1.482218  -0.61
H1 -3.624328 0.500439 -1.574436  0.34
H2 -2.443915 0.047222 -2.395003  0.35
O2 -1.070996 -0.896499 2.779555  -0.66
H3 -1.189041 -0.571695 3.675079  0.32
H4 -0.838085 -1.823751 2.812010  0.33
O3 1.011305 1.433938 -0.181645  -0.64
H5 1.087396 2.344767 0.115006  0.33
H6 1.904578 1.069628 -0.262695  0.34
O4 3.321724 -0.402601 -0.915547  -0.64
H7 4.223031 -0.210862 -0.622478  0.32
H8 3.452620 -1.051843 -1.611181  0.31
O5 -0.756242 -0.350843 -0.140053  -0.48
H9 -1.627636 -0.034693 -0.632793  0.52
H10 -0.536264 -0.571966 0.781646  0.41
H11 -0.147170 0.457309 -0.345241  0.46

Force components x, y, z for each atom (eV/Å):
O -0.1 0.2 -1.0
H 0.1 0.1 0.6
H 0.1 -0.2 0.0
O 0.1 0.3 -0.9
H 0.1 -0.1 0.1
H 0.0 -0.3 0.5
O 0.1 0.1 -0.1
H -0.1 0.1 0.0
H 0.1 -0.2 -0.2
O 0.2 0.2 0.2
H -0.2 0.0 0.0
H -0.2 -0.1 -0.2
O 1.3 1.4 -1.6
H -0.7 -0.9 1.4
H -1.3 0.0 0.6
H 0.5 -0.5 0.5

---

# 2
DFT (the ωB97M-V functional and the def2-TZVPD basis) results for a cluster of 6 separate species, H11O5S in total.

Largest force on an atom: 0.9 eV/Å
Net charge: -1
E_tot: -781.037664 Ha
Energy relative to the best compared isomer or geometry (same formula, charge and spin): 31.3 kcal/mol
HOMO energy: -4.0 eV

Last column: Mulliken charge in e.
Atoms and positions in Å:
S1 -0.663518 0.206396 -0.024410  -0.80
H1 -0.744960 -0.597608 1.030665  -0.11
H2 -1.760860 -1.918723 -0.837405  0.30
H3 -3.165308 -1.887063 -1.358244  0.29
O1 -2.573447 -2.456258 -0.857189  -0.62
H4 3.145637 -0.259380 3.890564  0.34
H5 4.036975 -1.346113 3.516785  0.31
O2 4.004205 -0.631020 4.166668  -0.66
H6 2.057816 -2.255106 1.799588  0.29
H7 0.751161 -1.445135 1.837701  0.28
O3 1.542936 -1.659872 2.347900  -0.58
H8 -3.520104 0.977535 -1.120582  0.30
H9 -2.194973 1.548385 -1.328549  0.27
O4 -3.046348 1.484249 -1.791385  -0.61
H10 0.765415 3.585856 -3.387597  0.32
H11 1.278881 2.200891 -3.309089  0.34
O5 1.373658 2.996469 -3.850693  -0.66

Force components x, y, z for each atom (eV/Å):
S 0.4 0.0 -0.3
H -0.3 -0.1 0.3
H 0.0 0.2 0.3
H 0.0 0.0 0.0
O 0.0 -0.1 -0.3
H 0.3 0.1 0.4
H 0.3 0.0 0.2
O -0.7 -0.1 -0.6
H -0.2 0.0 -0.2
H 0.1 0.2 -0.3
O 0.2 -0.1 0.5
H -0.1 0.0 -0.1
H 0.1 -0.1 -0.1
O -0.2 0.2 0.2
H 0.1 0.2 -0.2
H 0.2 -0.1 -0.2
O -0.3 -0.1 0.5

---

# 3
DFT (the ωB97M-V functional and the def2-TZVPD basis) results for an isolated molecule of H12N2Si4 at a distorted geometry.

Largest force on an atom: 2.9 eV/Å
Net charge: 0
E_tot: -1274.583494 Ha
Energy relative to the best compared isomer or geometry (same formula, charge and spin): 33.8 kcal/mol
HOMO energy: -9.8 eV
Structure (SMILES): [SiH3]N([SiH3])N([SiH3])[SiH3]

Last column: Mulliken charge in e.
Atoms and positions in Å:
Si1 1.370724 1.522471 -0.593623  0.29
N1 -0.068783 0.518607 -0.493437  0.02
Si2 -1.423612 0.597145 -1.561807  0.24
N2 -0.126464 -0.628346 0.604835  0.18
Si3 -0.808223 -0.082315 2.107281  0.31
Si4 0.851955 -1.972809 0.102024  0.29
H1 1.099122 2.417075 -1.822602  -0.10
H2 1.537988 2.391540 0.550344  -0.10
H3 2.511985 0.798535 -1.036216  -0.11
H4 -1.651274 -0.821647 -1.746548  -0.11
H5 -2.601411 1.387247 -1.245341  -0.09
H6 -0.759976 0.821712 -2.976921  -0.08
H7 -1.099906 -1.208181 3.041710  -0.12
H8 -2.064062 0.595035 2.268541  -0.14
H9 -0.136098 1.003467 2.765749  -0.13
H10 2.334502 -1.750202 0.362966  -0.10
H11 0.240859 -3.155936 0.888366  -0.11
H12 0.792673 -2.433399 -1.215319  -0.12

Force components x, y, z for each atom (eV/Å):
Si -1.6 0.9 -1.5
N 0.6 -0.8 2.2
Si 1.6 -1.1 -2.2
N -0.2 2.1 -1.9
Si -0.2 -0.7 0.8
Si 0.1 -0.9 2.5
H 0.0 -0.5 0.9
H 0.3 0.1 0.6
H 1.0 -0.7 0.2
H -0.9 -0.6 0.2
H -0.2 0.3 0.2
H -0.8 0.5 1.3
H 0.7 -0.1 -0.3
H -1.3 0.2 -1.1
H 1.3 0.3 0.3
H -0.7 -0.1 0.1
H 0.7 0.8 -0.2
H -0.4 0.0 -1.8

---

# 4
DFT (the ωB97M-V functional and the def2-TZVPD basis) results for a cluster of 5 separate species, H12NO4 in total at a distorted geometry.

Largest force on an atom: 3.0 eV/Å
Net charge: 0
E_tot: -362.759747 Ha
Energy relative to the best compared isomer or geometry (same formula, charge and spin): 26.6 kcal/mol
2S+1: 2
HOMO energy (alpha / beta): -3.0 / -11.2 eV

Last column: Mulliken charge in e.
Atoms and positions in Å:
N1 0.818503 -0.505931 -1.446829  -2.23
H1 -0.092934 0.205383 -1.391280  0.68
H2 0.441097 -1.462882 -1.361198  0.49
H3 1.491953 -0.242445 -0.693892  0.58
H4 1.413050 -0.399538 -2.257007  0.81
H5 -1.945995 -1.566687 -0.963606  0.48
H6 -2.344774 -0.130071 -0.977345  0.38
O1 -1.647116 -0.716733 -0.652711  -1.06
H7 -1.322531 2.196938 -1.441999  0.32
H8 -0.337259 2.618877 -0.343783  0.22
O2 -0.480739 1.961696 -1.061294  -0.57
H9 1.026321 -3.425039 1.122384  0.35
H10 1.080545 -2.080482 1.544586  0.31
O3 1.173351 -2.575890 0.673647  -0.67
H11 0.589843 1.839686 3.859302  0.37
H12 0.203254 2.327819 2.265910  0.38
O4 -0.066570 1.955298 3.125114  -0.85

Force components x, y, z for each atom (eV/Å):
N -1.3 1.7 0.6
H 2.6 -1.5 -0.2
H 0.5 0.2 0.2
H -0.7 -0.4 0.3
H -0.3 0.0 -0.9
H -0.1 -0.9 -0.2
H 0.0 0.3 0.1
O -0.4 0.5 0.2
H -0.8 0.3 -0.4
H 0.0 -0.4 -0.3
O 0.7 0.3 0.6
H 0.1 -0.5 -1.0
H 0.2 0.3 -1.8
O -0.4 0.3 2.6
H -0.4 0.6 -1.9
H 0.8 -0.3 1.1
O -0.4 -0.4 0.8

---

# 5
DFT (the ωB97M-V functional and the def2-TZVPD basis) results for a cluster of 7 separate species, H12O5S2 in total at a distorted geometry.

Largest force on an atom: 3.6 eV/Å
Net charge: -1
E_tot: -1179.709885 Ha
Energy relative to the best compared isomer or geometry (same formula, charge and spin): 47.8 kcal/mol
2S+1: 2
HOMO energy (alpha / beta): -3.6 / -3.6 eV

Last column: Mulliken charge in e.
Atoms and positions in Å:
S1 3.086445 -1.035286 0.055460  -0.92
S2 -3.080079 0.410006 0.330216  -0.34
H1 3.972215 -1.743813 0.758326  0.01
H2 -3.197099 1.649523 0.871445  0.21
H3 1.731572 -1.242365 -1.337967  0.26
H4 0.719188 -0.979815 -2.844846  0.31
O1 0.952186 -1.206555 -1.962772  -0.62
H5 -0.915389 -0.583660 -2.645942  0.35
H6 -2.124899 0.332810 -1.852929  0.23
O2 -1.662686 0.012544 -2.597609  -0.56
H7 2.090041 1.282741 2.689794  0.24
H8 2.464180 0.497681 1.440754  0.25
O3 1.848759 1.210141 1.767702  -0.50
H9 -0.950916 1.989463 0.165491  0.21
H10 0.293959 1.555568 -0.559257  0.33
O4 -0.285664 2.320492 -0.438199  -0.55
H11 -2.015468 -0.857415 1.705828  0.32
H12 -1.554473 -2.277048 2.202044  0.30
O5 -1.371870 -1.335014 2.252469  -0.54

Force components x, y, z for each atom (eV/Å):
S 0.4 0.4 0.2
S -0.4 0.6 -0.1
H 0.0 -0.3 -0.1
H 0.0 -0.3 -0.1
H 0.5 0.2 -1.2
H 1.9 0.4 -0.7
O -2.2 -0.9 1.5
H -0.3 0.1 2.0
H 0.4 -0.3 1.6
O -0.4 0.2 -3.5
H -0.1 0.1 0.4
H -0.6 0.2 -0.3
O 0.4 -0.1 0.0
H 0.1 0.0 0.3
H 0.2 0.1 0.1
O -0.1 -0.1 -0.3
H 0.2 -0.5 0.3
H -0.1 0.1 -0.2
O 0.1 0.1 0.4

---

# 6
DFT (the ωB97M-V functional and the def2-TZVPD basis) results for a cluster of 6 separate species, H12O5S2 in total at a distorted geometry.

Largest force on an atom: 1.5 eV/Å
Net charge: 0
E_tot: -1179.748543 Ha
Energy relative to the best compared isomer or geometry (same formula, charge and spin): 18.1 kcal/mol
HOMO energy: -8.3 eV
Structure (SMILES): SS.O.O.O.O.O

Last column: Mulliken charge in e.
Atoms and positions in Å:
S1 -2.936682 -0.631914 -0.719402  -0.14
S2 -3.661070 0.628056 0.872527  -0.15
H1 -1.726558 -1.063589 -0.313982  0.11
H2 -2.473641 0.854255 1.458849  0.15
O1 0.066161 -2.077073 0.482089  -0.60
H3 0.885953 -2.535573 0.625543  0.27
H4 0.237690 -1.821321 -0.441567  0.32
O2 2.570521 -0.332757 0.072296  -0.62
H5 2.216060 -0.499522 -0.815408  0.34
H6 2.911750 -1.168441 0.330428  0.30
O3 0.712782 -0.252149 -2.057264  -0.70
H7 0.500893 0.617562 -1.696190  0.35
H8 -0.015983 -0.520284 -2.622300  0.31
O4 0.347336 0.643360 1.636939  -0.68
H9 0.773005 0.032555 1.012591  0.37
H10 0.434583 0.146142 2.445909  0.28
O5 -0.469118 2.452396 -0.419997  -0.59
H11 -0.109391 2.131996 0.436094  0.37
H12 -0.264292 3.396302 -0.287152  0.31

Force components x, y, z for each atom (eV/Å):
S -0.3 0.4 0.0
S 0.6 -0.7 -0.4
H -0.4 0.2 0.6
H 0.0 0.1 -0.2
O 0.1 0.1 -0.9
H 0.5 -0.6 0.7
H -0.5 0.4 0.1
O -0.5 0.8 -0.6
H 0.0 0.2 0.0
H 0.7 -1.1 0.5
O 0.3 -0.4 0.2
H -0.4 0.3 0.0
H -0.1 0.2 -0.1
O 0.0 0.0 -0.3
H 0.1 0.3 -0.1
H -0.2 0.0 0.6
O 0.8 0.6 1.0
H -0.4 -0.5 -0.4
H -0.3 -0.3 -0.7

---

# 7
DFT (the ωB97M-V functional and the def2-TZVPD basis) results for a cluster of 6 separate species, H12O5S2 in total at a distorted geometry.

Largest force on an atom: 1.6 eV/Å
Net charge: 0
E_tot: -1179.731322 Ha
Energy relative to the best compared isomer or geometry (same formula, charge and spin): 28.9 kcal/mol
HOMO energy: -9.7 eV
Structure (SMILES): SS.O.O.O.O.O

Last column: Mulliken charge in e.
Atoms and positions in Å:
S1 -3.350863 -2.955067 3.719687  -0.17
S2 -3.226428 -2.212372 5.632835  -0.17
H1 -2.048577 -3.361886 3.689505  0.16
H2 -3.260377 -0.869485 5.365634  0.17
O1 2.195950 1.969467 3.582720  -0.63
H3 2.141223 1.472135 2.745105  0.31
H4 2.193204 1.332632 4.275995  0.31
O2 0.195397 -0.354785 2.181872  -0.60
H5 -0.377535 -0.931071 2.674372  0.30
H6 -0.346291 0.071114 1.487749  0.32
O3 2.104840 -1.041256 -1.818969  -0.63
H7 2.436814 -1.837136 -1.400536  0.32
H8 2.049296 -0.311438 -1.207584  0.31
O4 0.559741 3.683102 -5.512236  -0.64
H9 0.917905 3.850163 -6.391643  0.32
H10 1.359514 3.429358 -5.020592  0.32
O5 -1.437261 -0.628566 -4.958385  -0.63
H11 -0.744627 -1.273736 -4.846785  0.32
H12 -1.361920 -0.031175 -4.198739  0.32

Force components x, y, z for each atom (eV/Å):
S 0.7 -0.2 0.1
S -0.3 0.7 0.2
H -0.6 0.1 -0.2
H 0.1 -0.7 0.0
O 0.1 0.7 -1.4
H -0.1 0.2 0.8
H -0.1 -0.9 0.7
O 0.3 0.8 -0.9
H -0.5 -0.3 0.2
H 0.3 -0.5 0.7
O -0.2 -0.1 -1.0
H 0.0 0.3 0.4
H 0.2 -0.1 0.5
O 0.7 -0.1 0.1
H -0.2 0.0 -0.1
H -0.5 0.1 0.0
O -0.4 0.5 0.2
H 0.4 -0.3 0.1
H 0.0 -0.3 -0.3